Record 1
A 4-piece molecular cluster, C16H22N4 overall. Source: the OMol25 dataset; level of theory: ωB97M-V/def2-TZVPD.

The geometry in XYZ format:
```
42
Properties=species:S:1:pos:R:3:lowdin_charge:R:1
C 1.38818 0.92708 -0.74952 -0.093
C -0.00915 1.17341 -1.33343 -0.272
C -0.79801 2.16276 -0.52608 -0.215
C -0.95801 1.89311 0.95059 -0.216
N -1.12179 1.67838 2.05710 0.143
H 1.74904 0.28402 -1.55223 0.060
H 1.36859 0.49640 0.25159 0.077
H 1.97028 1.84586 -0.67813 0.077
H -0.50973 0.20590 -1.37172 0.102
H -0.09951 1.60516 -2.33018 0.113
H -1.80949 2.26909 -0.91813 0.113
H -0.41510 3.17894 -0.62021 0.094
N 1.81832 -3.46576 -2.45555 0.001
C 1.42476 -4.81539 -2.54753 -0.113
C 2.06069 -5.51675 -1.50866 -0.104
C 2.78114 -4.53767 -0.74502 -0.109
C 2.57369 -3.31446 -1.34931 -0.174
H 1.73348 -2.75096 -3.16405 0.146
H 0.72568 -5.12296 -3.31113 0.102
H 2.01459 -6.58921 -1.38996 0.094
H 3.36682 -4.69516 0.14861 0.099
H 2.99452 -2.33681 -1.16625 0.110
N -1.26782 7.71993 1.18326 -0.007
C -1.15930 6.90340 0.07530 -0.164
C -1.57436 5.62273 0.35972 -0.114
C -1.96032 5.62838 1.76879 -0.079
C -1.51681 6.88670 2.29402 -0.104
H -1.08581 8.71328 1.16851 0.140
H -0.84669 7.36865 -0.84785 0.101
H -1.82446 4.79228 -0.28387 0.068
H -2.48712 4.88107 2.34362 0.081
H -1.38562 7.33194 3.26919 0.093
N -0.05447 -4.01103 0.41030 -0.002
C -0.38731 -5.16223 1.06902 -0.113
C -1.14284 -4.71468 2.12201 -0.136
C -1.31658 -3.34685 1.98847 -0.138
C -0.67124 -2.91407 0.87677 -0.130
H 0.46384 -4.07309 -0.45435 0.077
H -0.02979 -6.16135 0.86813 0.105
H -1.38834 -5.27103 3.01454 0.092
H -1.90607 -2.80726 2.71493 0.095
H -0.70788 -1.96176 0.36867 0.101
```

Summary:
Energy, eV: -22906.673
SMILES: c1cc[nH]c1.c1cc[nH]c1.c1cc[nH]c1.CCCC#N
F_max, eV/Å: 3.4
Relative energy (zero: lowest compared OMol25 entry of this formula, charge and spin), kJ/mol: 416.2
Orbital gap, eV: 8.307

Record 2
A 2-piece molecular cluster, C4H12NO2 overall. Source: the OMol25 dataset; level of theory: ωB97M-V/def2-TZVPD.

The geometry in XYZ format:
```
19
Properties=species:S:1:pos:R:3:lowdin_charge:R:1
C -1.57290 1.01893 -0.12952 -0.044
C -0.17401 0.62245 0.32344 -0.318
C 0.80033 0.59555 -0.91286 -0.088
C 0.64757 -0.64965 -1.77099 -0.215
O -0.32878 -1.34130 -1.67830 0.078
N 0.34750 1.73304 1.22877 0.222
H -2.37585 1.08557 0.60778 0.097
H -1.58850 1.90033 -0.79291 0.100
H -1.86118 0.25691 -0.85502 0.090
H -0.24191 -0.36547 0.79325 0.114
H 0.34233 1.41357 -1.49593 0.127
H 1.80434 0.89144 -0.62414 0.118
H 1.43828 -0.92606 -2.48798 0.136
H 1.29454 1.63923 1.60400 0.177
H 0.50059 2.59786 0.69690 0.173
H -0.39626 1.89721 1.90601 0.173
H 0.78803 -2.71608 1.77236 0.058
H -0.57789 -2.33453 2.27092 0.053
O 0.28628 -1.95879 2.09352 -0.050
```

Summary:
Charge: +1
Energy, eV: -9920.505
F_max, eV/Å: 1.9
Relative energy (zero: lowest compared OMol25 entry of this formula, charge and spin), kJ/mol: 166.4
Orbital gap, eV: 10.276

Record 3
One molecule with the formula C5H12N2. Source: the OMol25 dataset; level of theory: ωB97M-V/def2-TZVPD.

The geometry in XYZ format:
```
19
Properties=species:S:1:pos:R:3:lowdin_charge:R:1
C -0.23558 -0.26717 0.60760 -0.448
C 0.75524 0.74698 -0.00317 -0.136
C 0.46944 -1.58021 0.90669 -0.084
C -0.93906 0.28542 1.84112 -0.098
C 0.57218 0.57098 -1.47999 -0.504
N -0.76794 0.79150 -1.87691 0.069
N 1.41560 -0.08030 -2.16332 0.131
H -1.07110 -0.28895 -0.30514 0.162
H -1.22213 1.62983 -1.54054 0.096
H -0.98354 0.63409 -2.84928 0.090
H 1.14035 -0.26546 -3.12647 0.043
H 0.46355 1.76408 0.27092 0.112
H 1.78443 0.52755 0.27629 0.117
H 0.99579 -1.93823 0.02281 0.071
H -0.23496 -2.34429 1.23487 0.074
H 1.21209 -1.45090 1.69904 0.082
H -1.51984 1.17680 1.60075 0.070
H -0.21612 0.54292 2.62033 0.079
H -1.61838 -0.45464 2.26440 0.073
```

Summary:
Energy, eV: -8359.374
SMILES: [H]/N=C(\N)CC(C)C
F_max, eV/Å: 3.7
Relative energy (zero: lowest compared OMol25 entry of this formula, charge and spin), kJ/mol: 73.5
Orbital gap, eV: 10.130

- Which of these has the lowest orbital gap?
  C16H22N4